The following is a DFT calculation (ωB97M-V with the def2-TZVPD basis set) of a cluster of 15 separate species, C24H72F6N13O26S2 in total in a non-equilibrium geometry.

LUMO level, eV: 1.432
2S+1: 1
Frontier orbital gap, eV: 8.3
Charge: -1

```
143
Properties=species:S:1:pos:R:3:mulliken_charge:R:1
C -13.003 -20.704 2.853 0.612
F -11.699 -20.460 2.567 -0.208
F -13.083 -21.211 4.097 -0.202
F -13.713 -19.580 2.799 -0.209
S -13.739 -21.890 1.533 0.956
O -14.702 -22.678 2.277 -0.611
O -14.351 -21.097 0.468 -0.594
N -12.291 -22.832 1.219 -0.278
S -12.655 -23.072 -0.262 0.875
O -13.755 -24.079 -0.400 -0.621
O -12.532 -21.975 -1.244 -0.546
C -11.077 -24.187 -0.784 0.494
F -10.876 -25.343 -0.185 -0.208
F -11.065 -24.255 -2.092 -0.227
F -9.998 -23.461 -0.668 -0.258
C -5.119 -25.868 3.590 0.676
O -5.835 -25.421 4.506 -0.673
N -3.869 -26.027 3.666 -0.397
N -5.548 -26.019 2.400 -0.400
H -3.520 -25.752 4.572 0.242
H -3.307 -26.181 2.841 0.168
H -6.554 -25.928 2.366 0.230
H -5.054 -26.350 1.584 0.159
C -7.306 -22.995 -6.828 0.643
O -8.223 -22.228 -6.412 -0.681
N -6.948 -23.245 -8.035 -0.375
N -6.516 -23.606 -5.995 -0.422
H -6.273 -23.992 -8.110 0.174
H -7.576 -22.942 -8.766 0.246
H -5.701 -24.113 -6.310 0.173
H -6.661 -23.224 -5.071 0.243
C -9.929 -20.221 9.402 0.626
O -9.397 -20.606 8.409 -0.590
N -11.107 -20.723 9.783 -0.393
N -9.226 -19.609 10.388 -0.424
H -11.374 -21.611 9.384 0.229
H -11.629 -20.335 10.556 0.158
H -9.712 -19.290 11.214 0.168
H -8.231 -19.742 10.279 0.227
C -11.370 -17.298 -1.494 0.720
O -11.212 -16.576 -0.540 -0.668
N -10.364 -17.948 -2.132 -0.401
N -12.481 -17.298 -2.209 -0.386
H -9.465 -17.525 -1.952 0.214
H -10.557 -18.370 -3.029 0.169
H -12.720 -18.002 -2.893 0.171
H -13.190 -16.644 -1.911 0.196
C -19.062 -26.443 -1.581 0.709
O -20.272 -26.742 -1.427 -0.726
N -18.451 -26.411 -2.737 -0.372
N -18.316 -26.159 -0.596 -0.337
H -17.531 -25.995 -2.770 0.168
H -18.901 -26.811 -3.548 0.199
H -18.889 -26.181 0.236 0.201
H -17.377 -25.790 -0.631 0.166
C -11.650 -25.934 5.936 0.668
O -10.730 -25.208 6.294 -0.655
N -12.210 -26.868 6.680 -0.374
N -12.387 -25.630 4.917 -0.219
H -11.873 -27.295 7.531 0.221
H -12.754 -27.416 6.029 0.137
H -12.218 -24.931 4.208 0.135
H -13.171 -26.216 4.667 0.095
C -5.868 -20.703 3.661 -0.415
C -6.985 -21.210 2.728 -0.296
O -7.937 -21.980 3.484 -0.459
O -5.883 -20.964 5.101 -0.482
H -5.833 -19.625 3.503 0.292
H -4.937 -20.994 3.175 0.271
H -6.518 -21.678 1.861 0.269
H -7.578 -20.370 2.365 0.300
H -8.689 -22.164 2.917 0.241
H -5.220 -20.430 5.544 0.270
C -13.641 -20.587 -6.487 -0.351
C -15.069 -20.481 -5.981 -0.279
O -15.737 -19.605 -6.986 -0.561
O -12.687 -19.595 -5.990 -0.525
H -13.636 -20.521 -7.575 0.287
H -13.350 -21.546 -6.059 0.307
H -15.020 -19.995 -5.006 0.212
H -15.412 -21.516 -5.972 0.309
H -15.425 -18.697 -7.001 0.297
H -11.860 -20.078 -5.935 0.304
C -20.768 -24.026 6.764 -0.214
C -19.558 -24.728 6.102 -0.422
O -19.442 -24.388 4.707 -0.488
O -20.743 -24.020 8.149 -0.516
H -21.657 -24.521 6.373 0.250
H -20.724 -22.988 6.435 0.216
H -19.510 -25.775 6.401 0.283
H -18.642 -24.276 6.483 0.263
H -18.699 -23.785 4.629 0.310
H -21.514 -23.545 8.469 0.318
C -12.265 -27.919 -6.912 -0.323
C -13.619 -27.221 -7.220 -0.340
O -14.589 -28.240 -6.816 -0.529
O -12.060 -29.022 -7.809 -0.538
H -12.019 -28.198 -5.887 0.296
H -11.399 -27.310 -7.173 0.286
H -13.540 -27.051 -8.294 0.234
H -13.872 -26.315 -6.669 0.300
H -14.530 -29.007 -7.390 0.315
H -11.117 -29.199 -7.830 0.299
C -19.881 -19.384 2.262 -0.408
C -20.871 -20.368 1.597 -0.279
O -21.859 -19.539 1.091 -0.539
O -20.243 -18.523 3.338 -0.499
H -19.386 -18.881 1.431 0.298
H -19.002 -19.913 2.629 0.344
H -21.355 -21.065 2.281 0.216
H -20.414 -21.020 0.852 0.258
H -21.532 -19.152 0.276 0.327
H -20.725 -17.790 2.948 0.283
C -11.072 -14.776 5.349 -0.433
C -11.797 -15.146 6.684 -0.316
O -13.210 -14.704 6.649 -0.523
O -10.740 -13.415 5.280 -0.530
H -11.766 -14.978 4.533 0.290
H -10.168 -15.270 4.995 0.361
H -11.342 -14.611 7.517 0.220
H -11.723 -16.222 6.844 0.318
H -13.723 -15.426 7.017 0.298
H -10.824 -13.228 4.342 0.317
C -15.510 -29.629 1.099 -0.284
C -15.976 -29.409 2.546 -0.463
O -14.849 -29.300 3.361 -0.509
O -14.940 -30.962 1.075 -0.557
H -14.740 -28.942 0.748 0.276
H -16.288 -29.798 0.355 0.313
H -16.459 -30.367 2.742 0.268
H -16.674 -28.578 2.649 0.346
H -14.387 -30.141 3.380 0.309
H -14.660 -31.071 0.163 0.295
C -8.228 -31.053 1.129 -0.382
C -9.134 -31.356 2.241 -0.345
O -8.547 -31.906 3.379 -0.556
O -7.444 -32.071 0.619 -0.551
H -7.421 -30.426 1.510 0.267
H -8.806 -30.552 0.353 0.324
H -9.834 -32.123 1.907 0.256
H -9.767 -30.553 2.620 0.340
H -8.389 -32.837 3.205 0.309
H -6.754 -32.137 1.283 0.338
```

=====

The following is a DFT calculation (ωB97M-V with the def2-TZVPD basis set) of a cluster of 9 separate species, C24H72N6O9 in total in a non-equilibrium geometry.

LUMO level (spin up / spin down), eV: -2.986 / -8.552
2S+1: 2
Frontier orbital gap (spin up / spin down), eV: 7.2 / 1.6
⟨S²⟩: 0.7546
Charge: +1

```
111
Properties=species:S:1:pos:R:3:mulliken_spin:R:1
O 0.462 -1.312 -0.277 0.000
H 0.750 -0.960 0.565 0.000
H -0.453 -1.555 -0.136 0.000
O -2.304 -1.251 -0.085 0.000
H -3.066 -0.873 0.354 0.000
H -2.654 -1.626 -0.893 0.000
O 2.250 -0.949 1.788 0.000
H 3.019 -0.608 1.332 0.000
H 2.607 -1.502 2.483 0.000
C -3.397 -6.537 0.245 0.169
C -2.807 -6.634 1.661 0.047
C -2.018 -5.392 2.046 0.035
O -0.767 -5.437 1.301 0.034
C -0.375 -4.147 0.844 0.004
N -4.036 -6.794 2.414 0.671
H -2.479 -6.457 -0.339 0.032
H -4.000 -5.687 -0.074 0.010
H -3.835 -7.496 -0.033 -0.003
H -2.196 -7.527 1.791 0.005
H -1.611 -5.327 3.055 -0.002
H -2.511 -4.426 1.938 0.001
H 0.095 -3.657 1.697 0.001
H -1.244 -3.622 0.446 -0.003
H 0.358 -4.307 0.053 0.003
H -4.634 -7.332 1.803 -0.005
H -4.537 -5.918 2.374 -0.008
C -1.910 -4.128 -2.750 -0.007
C -3.415 -4.181 -2.674 0.006
C -3.955 -3.101 -3.494 0.002
O -3.471 -1.781 -3.186 0.000
C -3.647 -0.688 -4.152 0.000
N -3.723 -5.477 -3.331 0.005
H -1.592 -3.208 -2.260 -0.001
H -1.475 -4.215 -3.745 0.000
H -1.387 -4.929 -2.227 0.003
H -3.898 -4.164 -1.696 0.002
H -5.034 -3.210 -3.604 0.000
H -3.655 -3.290 -4.525 0.000
H -3.237 0.207 -3.685 0.000
H -4.700 -0.406 -4.179 0.000
H -3.131 -0.860 -5.097 0.000
H -4.679 -5.478 -3.658 0.000
H -3.052 -5.703 -4.051 0.000
C 2.283 2.097 2.023 0.000
C 2.546 3.590 1.665 0.000
C 3.687 3.716 0.652 0.000
O 4.329 4.959 0.869 0.000
C 5.385 5.211 -0.075 0.000
N 1.307 4.156 1.036 0.000
H 3.234 1.741 2.421 0.000
H 2.060 1.470 1.160 0.000
H 1.666 1.890 2.897 0.000
H 2.641 4.204 2.561 0.000
H 3.187 3.771 -0.315 0.000
H 4.311 2.825 0.717 0.000
H 5.088 4.879 -1.070 0.000
H 6.276 4.636 0.175 0.000
H 5.652 6.265 -0.160 0.000
H 1.560 4.934 0.443 0.000
H 1.009 3.567 0.272 0.000
C 3.053 2.695 -3.132 0.000
C 3.093 1.236 -2.741 0.000
C 4.591 0.769 -2.720 0.000
O 5.423 1.470 -1.732 0.000
C 6.872 1.135 -1.929 0.000
N 2.581 1.299 -1.413 0.000
H 3.678 3.308 -2.482 0.000
H 2.011 3.012 -3.078 0.000
H 3.490 2.767 -4.127 0.000
H 2.416 0.623 -3.336 0.000
H 5.085 0.960 -3.673 0.000
H 4.719 -0.290 -2.496 0.000
H 7.019 1.483 -2.952 0.000
H 6.971 0.063 -1.755 0.000
H 7.503 1.721 -1.261 0.000
H 2.548 0.347 -1.077 0.000
H 3.320 1.581 -0.785 0.000
C 1.295 0.470 5.630 0.000
C -0.074 0.128 5.027 0.000
C -1.017 1.362 4.922 0.000
O -1.433 2.013 6.192 0.000
C -2.350 3.006 5.950 0.000
N 0.133 -0.467 3.655 0.000
H 1.222 1.168 6.464 0.000
H 1.912 1.040 4.935 0.000
H 1.790 -0.414 6.032 0.000
H -0.620 -0.659 5.547 0.000
H -1.835 1.076 4.261 0.000
H -0.628 2.141 4.267 0.000
H -1.942 3.639 5.163 0.000
H -2.514 3.488 6.913 0.000
H -3.359 2.628 5.781 0.000
H -0.754 -0.429 3.173 0.000
H 0.626 0.137 3.013 0.000
C -0.750 1.895 -2.976 0.000
C -0.619 2.607 -1.667 0.000
C -1.828 3.412 -1.286 0.000
O -1.915 4.690 -1.977 0.000
C -3.058 5.469 -1.493 0.000
N -0.343 1.542 -0.699 0.000
H 0.130 1.395 -3.380 0.000
H -1.144 2.651 -3.656 0.000
H -1.459 1.067 -2.964 0.000
H 0.216 3.298 -1.544 0.000
H -1.698 3.545 -0.212 0.000
H -2.783 2.891 -1.348 0.000
H -3.891 4.943 -1.958 0.000
H -3.020 6.490 -1.872 0.000
H -3.180 5.587 -0.416 0.000
H -0.916 0.784 -1.041 0.000
H 0.560 1.265 -1.058 0.000
```

=====

Ordered energy above the lowest of the compared OMol25 structures with the same formula, charge and spin results: 233.1 71.0; unit kcal/mol.